(1)
DFT (ωB97M-V/def2-TZVPD) results for a structure of composition C18H18N4O9SSeTi.

```
52
Properties=species:S:1:pos:R:3
Ti -0.62278 1.05723 -0.61411
O 0.20423 3.81858 -1.43827
C -0.91230 3.00794 -1.17419
O -1.25055 2.83087 0.07732
C -1.89962 3.17527 -2.30933
O -1.70714 2.21693 -3.35371
C -0.47061 2.29923 -4.02408
C 0.66206 1.42668 -3.45579
O 1.56533 1.12346 -4.22606
O 0.59206 1.08684 -2.21869
H 0.86805 3.63655 -0.75122
H -1.79285 4.18342 -2.73359
H -2.91062 3.02365 -1.94511
H -0.09522 3.32850 -4.04983
H -0.63538 1.97197 -5.05209
N -1.20769 -1.19464 -2.16703
N -0.44838 -2.30103 -2.53770
C 0.75998 -2.51813 -1.95179
N 1.43471 -3.56901 -2.53881
S 1.38682 -1.65207 -0.70555
H -2.16211 -1.46834 -1.97768
H -1.19145 -0.46814 -2.87513
H -0.55601 -2.64729 -3.48000
H 0.86096 -4.33852 -2.85151
H 2.23947 -3.84997 -2.00288
O -4.55166 -3.35565 3.40073
C -3.35335 -3.12358 3.65255
O -2.60041 -3.62529 4.51135
C -2.69101 -2.04818 2.75209
C -1.37220 -1.66308 2.94842
C -0.79368 -0.71972 2.11605
N -1.45996 -0.15945 1.10351
C -2.73523 -0.52148 0.91531
C -3.38593 -1.44661 1.70890
C -3.38077 0.08306 -0.30666
O -4.56083 -0.09327 -0.55296
O -2.54926 0.73249 -1.06365
H -0.81069 -2.12162 3.75059
H 0.22894 -0.38778 2.24686
H -4.41597 -1.71005 1.51860
Se 1.37550 2.05828 1.14053
C 2.81278 1.11212 1.97050
C 3.16792 1.48312 3.27375
C 4.19388 0.84568 3.95338
C 4.90017 -0.19236 3.35334
C 4.56383 -0.56520 2.05964
C 3.54201 0.08242 1.37574
H 2.61232 2.27878 3.75498
H 4.43573 1.15579 4.96431
H 5.69500 -0.70069 3.88612
H 5.09999 -1.36837 1.56600
H 3.32191 -0.20933 0.35686
```

## Properties
Energy above the lowest of the compared OMol25 structures with the same formula, charge and spin: 85.19 kJ/mol
Frontier orbital gap (spin up / spin down): 6.42 / 6.42 eV
E_HOMO (spin up / spin down): -2.3 / -2.3 eV
Energy: -5242.23257 a.u.
Net charge: -2

(2)
DFT (ωB97M-V/def2-TZVPD) results for the molecule C18H18N4OS2.

```
43
Properties=species:S:1:pos:R:3
C -0.96688 -2.24543 -1.14581
C -0.64204 -2.48729 0.10933
C -0.98621 -1.60609 1.27977
N -1.52173 -0.33000 0.89852
C -2.84667 -0.01091 0.83856
N -3.01931 1.23315 0.48903
N -1.79822 1.76017 0.29919
C -0.89220 0.83267 0.52530
C 0.51963 1.06462 0.39516
C 1.00551 2.36220 0.29656
N 0.27265 3.49326 0.38543
H 0.67362 4.36025 0.07367
H -0.72942 3.34188 0.29197
S 2.72617 2.38854 0.13731
C 2.80559 0.63039 0.15306
C 1.55608 0.10381 0.29632
H 1.37518 -0.95399 0.28573
C 4.07480 -0.04629 0.01976
C 4.14688 -1.43939 -0.07980
C 5.36677 -2.07328 -0.20352
C 6.54165 -1.33950 -0.23256
C 6.48478 0.04141 -0.13851
C 5.26779 0.67999 -0.01386
H 5.22832 1.75774 0.06090
H 7.39460 0.62327 -0.16186
H 7.49328 -1.84027 -0.32944
H 5.40211 -3.15049 -0.28013
H 3.24223 -2.02763 -0.06761
S -4.12261 -1.14118 1.16816
C -5.45558 -0.12095 0.47540
C -5.13076 0.26935 -0.95960
O -4.53327 -0.45913 -1.70432
C -5.62905 1.63391 -1.33392
H -4.96746 2.35612 -0.85738
H -5.58705 1.76697 -2.41129
H -6.64037 1.79376 -0.96914
H -5.59133 0.75372 1.10855
H -6.35055 -0.74460 0.49478
H -0.10320 -1.44328 1.90821
H -1.74397 -2.11178 1.89192
H -0.10202 -3.38313 0.38608
H -0.69994 -2.92400 -1.93657
H -1.51779 -1.36856 -1.44336
```

## Properties
Energy above the lowest of the compared OMol25 structures with the same formula, charge and spin: 170.87 kJ/mol
SMILES: C=CCn1c(SCC(C)=O)nnc1-c1cc(-c2ccccc2)sc1N
Frontier orbital gap: 7.68 eV
E_HOMO: -7.1 eV
Energy: -1787.34157 a.u.
Net charge: 0

(3)
DFT (ωB97M-V/def2-TZVPD) results for a cluster of 2 separate species, C18H18N8O6 in total.

```
50
Properties=species:S:1:pos:R:3
C 2.70472 3.16358 -3.64300
C 2.39058 3.06361 -2.16939
O 3.24556 3.23761 -1.30646
N 1.03573 2.80525 -1.88589
C 0.08030 2.76893 -2.98495
C -1.27563 3.26701 -2.55721
N -1.71758 2.58375 -1.36882
C -3.09273 2.85499 -1.03904
C -3.57404 1.92490 0.04444
N -2.67239 1.91138 1.18872
C -3.20858 1.62654 2.46063
C -4.68270 1.29655 2.45295
O -2.56318 1.67817 3.50366
C -1.29154 2.06812 0.95819
C -0.32271 1.95834 1.97475
N 0.97970 2.08611 1.73348
C 1.43555 2.33406 0.50919
C 0.57404 2.50337 -0.59153
C -0.81842 2.35191 -0.35163
H 2.19153 2.38853 -4.22425
H 2.42824 4.15762 -4.02649
H 3.78147 3.04660 -3.77034
H 0.43617 3.42226 -3.78294
H -0.00604 1.74443 -3.38255
H -1.24634 4.36264 -2.40025
H -2.00846 3.06093 -3.34836
H -3.22883 3.90781 -0.72559
H -3.68615 2.69678 -1.94901
H -4.55340 2.27830 0.37282
H -3.69044 0.90786 -0.36541
H -4.95265 0.62984 1.62531
H -4.92445 0.80473 3.39609
H -5.28027 2.21929 2.39390
H -0.61227 1.75648 2.99635
H 2.50898 2.40594 0.40573
O 3.61683 -0.42157 2.29651
N 3.40066 -0.72414 3.48984
C 3.02026 0.29515 4.41288
C 2.88116 1.62476 3.99940
C 2.65604 2.50377 5.03940
N 2.62996 3.89215 5.07004
O 2.78280 4.73771 4.21055
O 2.39825 4.28072 6.42654
N 2.29514 3.14231 7.25016
C 2.48239 2.08118 6.40828
N 2.55752 0.79589 6.76281
C 2.82989 -0.06940 5.78976
O 3.51154 -1.90089 3.91615
H 2.87492 1.95865 2.96667
H 2.91624 -1.12683 6.05825
```

## Properties
Energy above the lowest of the compared OMol25 structures with the same formula, charge and spin: 0.00 kJ/mol
SMILES: O=[N+]([O-])c1cnc2no[n+]([O-])c2c1.CC(=O)N1CCN2CCN(C(C)=O)c3cncc1c32
Frontier orbital gap: 6.55 eV
E_HOMO: -8.2 eV
Energy: -1585.96915 a.u.
Net charge: 0

(4)
DFT (ωB97M-V/def2-TZVPD) results for a cluster of 2 separate species, C18H18O3S3 in total.

```
42
Properties=species:S:1:pos:R:3
C 4.61837 0.04365 2.78725
C 3.53647 0.22188 3.65875
C 2.23924 0.33028 3.15415
C 2.04245 0.29818 1.76939
S 0.42415 0.67379 1.09011
C -0.29997 -0.84795 0.76178
C -1.43618 -1.33660 1.53567
O -1.47672 -2.51311 1.92429
C -2.56298 -0.36486 1.81320
C -2.85810 0.68118 0.93268
C -3.84788 1.61812 1.25478
C -4.55825 1.49204 2.45526
C -4.31977 0.39883 3.30269
C -3.34428 -0.54338 2.96347
O -0.26529 1.38125 2.14302
O 0.70024 1.33476 -0.17424
C 3.10448 0.04847 0.89949
C 4.39738 -0.07261 1.41038
H 5.63521 -0.00536 3.17977
H 3.69748 0.28728 4.73575
H 1.38243 0.45590 3.81423
H 0.42511 -1.58536 0.42593
H -2.32060 0.74485 -0.01371
H -4.03773 2.44999 0.57366
H -5.29657 2.24907 2.73456
H -4.89088 0.26846 4.22342
H -3.15962 -1.41591 3.59470
H 2.91599 -0.03475 -0.16998
H 5.22583 -0.24462 0.72289
C 0.56675 -0.07733 -5.44823
C -0.84909 -0.44801 -5.04983
S -1.32523 -0.09632 -3.33938
C 0.04402 -0.35410 -2.39894
S 1.65506 -0.44920 -2.89973
C 1.57752 -0.88837 -4.65552
H 0.69237 -0.31731 -6.50929
H 0.74299 0.99518 -5.31988
H -1.57684 0.12673 -5.64036
H -1.03797 -1.51958 -5.19385
H -0.13079 -0.32403 -1.32463
H 1.37457 -1.96462 -4.70489
H 2.59664 -0.69651 -5.01881
```

## Properties
Energy above the lowest of the compared OMol25 structures with the same formula, charge and spin: 0.00 kJ/mol
Frontier orbital gap: 4.69 eV
E_HOMO: -7.0 eV
Energy: -2116.85743 a.u.
Net charge: 0

(5)
DFT (ωB97M-V/def2-TZVPD) results for a structure of composition C18H19AuN2OS3.

```
44
Properties=species:S:1:pos:R:3
Au -0.16142 -0.04134 -0.08405
C -3.64165 -2.05532 3.95385
C -2.50427 -2.99625 3.56149
N -1.18916 -2.44146 3.81424
C -0.55807 -2.69479 5.09703
C -0.72679 -1.53141 6.07099
C -0.57043 -1.65346 2.92466
S -1.47013 -1.34725 1.47620
N 0.62598 -1.21997 3.27168
C 1.47206 -0.45949 2.60043
O 1.35363 0.04934 1.46049
C 2.74644 -0.15721 3.30313
C 3.05405 -0.62762 4.57579
C 4.26310 -0.28238 5.15136
C 5.16152 0.52477 4.46920
C 4.85763 0.99423 3.20194
C 3.65471 0.65213 2.62327
H -4.59180 -2.50356 3.67735
H -3.54053 -1.11166 3.42417
H -3.64694 -1.86719 5.02398
H -2.58018 -3.20377 2.49061
H -2.58401 -3.94057 4.10588
H 0.50561 -2.86409 4.91661
H -1.00140 -3.60115 5.51429
H -0.25788 -0.63952 5.66612
H -0.26054 -1.77081 7.02307
H -1.77781 -1.32275 6.24674
H 2.34989 -1.25182 5.10410
H 4.50707 -0.64497 6.14015
H 6.10351 0.78863 4.92723
H 5.54981 1.62510 2.66274
H 3.38745 1.00347 1.63832
S 1.26241 1.35620 -1.53596
C 0.26179 1.49111 -2.92420
C 0.76217 2.24936 -3.99740
C 0.04449 2.41445 -5.15041
C -1.21838 1.82329 -5.28039
C -1.73232 1.07998 -4.25183
C -1.01727 0.89289 -3.05803
S -1.79248 -0.06752 -1.86028
H 1.73674 2.69694 -3.87878
H 0.45214 2.99989 -5.95908
H -1.78082 1.95580 -6.19040
H -2.70301 0.61494 -4.32826
```

## Properties
Frontier orbital gap: 5.66 eV
E_HOMO: -7.5 eV
Energy: -2212.34683 a.u.
Net charge: 0